Record 1
A molecular structure, C29H26BClN11O4RbS2 in a non-equilibrium geometry, computed with ωB97M-V/def2-TZVPD.

XYZ file:
```
75
Properties=species:S:1:pos:R:3:lowdin_charge:R:1
Rb 0.5272 -0.6275 -0.0471 0.819
C 0.7543 -1.0720 4.8962 -0.100
C 0.2470 -0.8990 3.6058 -0.168
N 1.2197 -0.5127 2.7612 -0.032
N 2.3192 -0.3714 3.4731 -0.067
C 2.1354 -0.7373 4.7674 -0.099
B 3.5836 0.2211 2.7697 -0.544
N 4.0558 -0.6084 1.6107 -0.067
C 5.0936 -0.2403 0.7454 -0.074
C 5.1210 -1.1533 -0.2963 -0.080
C 3.9470 -1.9541 -0.1078 -0.170
N 3.4076 -1.6175 1.0741 0.018
N 3.0297 1.6394 2.2852 -0.044
C 2.9776 2.7379 3.0455 -0.100
C 1.8968 3.5822 2.4993 -0.092
C 1.3216 2.8222 1.4640 -0.179
N 2.0228 1.6721 1.3034 0.006
H 0.2108 -1.4571 5.7579 0.068
H -0.7705 -0.9095 3.2072 0.093
H 2.9522 -0.9250 5.5148 0.113
H 4.5384 0.3254 3.5188 0.105
H 5.7534 0.5368 1.0391 0.091
H 5.7007 -1.2197 -1.1777 0.061
H 3.6127 -2.9007 -0.6255 0.115
H 3.7783 3.0041 3.6584 0.076
H 1.4493 4.4534 2.9853 0.059
H 0.3971 2.9945 0.8454 0.108
N -7.0153 4.4943 0.0847 0.050
C -6.1649 3.3955 0.1086 -0.345
C -4.9392 3.5168 0.8307 -0.024
C -3.9141 2.5861 0.5506 -0.051
C -4.0398 1.6341 -0.4565 -0.298
C -5.2484 1.4148 -1.0977 -0.061
C -6.3273 2.2659 -0.7492 -0.039
S -2.6308 0.6021 -0.7570 0.541
O -2.8430 -0.0303 -2.0256 -0.315
O -1.3861 1.3760 -0.5883 -0.452
N -2.4911 -0.4828 0.4373 -0.141
C -3.3955 -1.4653 0.7866 -0.387
N -4.7271 -1.5244 0.3209 0.104
C -5.4329 -2.5993 0.5589 -0.213
C -4.9725 -3.6953 1.3112 -0.088
C -3.6145 -3.5514 1.7537 -0.194
N -2.8905 -2.5317 1.4780 0.101
H -7.2988 4.8737 0.9941 0.085
H -7.8778 4.3236 -0.4870 0.096
H -4.7882 4.3172 1.5297 0.093
H -3.0362 2.7126 1.1428 0.106
H -5.3010 0.6187 -1.8567 0.116
H -7.2734 2.1356 -1.3344 0.103
H -6.4415 -2.5933 0.1569 0.086
H -5.6066 -4.5854 1.4925 0.076
H -3.1626 -4.4411 2.1630 0.087
S 1.0596 -4.9022 -2.8644 0.933
C 0.2973 -5.8819 -1.6373 -0.447
C 0.0643 -5.1002 -0.5275 -0.257
N 0.1777 -3.7127 -0.6887 -0.029
C 0.6737 -3.4913 -1.8588 -0.481
H 0.3784 -7.0038 -1.5887 0.065
H -0.2437 -5.4546 0.4337 0.086
H 0.6713 -2.4193 -2.3405 0.078
Cl 4.7547 4.1142 -5.8769 0.601
C 4.1908 2.8482 -4.8241 -0.687
C 2.7938 2.7537 -4.5185 -0.108
C 2.3613 1.6384 -3.8870 -0.057
C 3.1735 0.5785 -3.5077 -0.080
C 4.5637 0.7026 -3.7874 -0.014
C 4.9877 1.8303 -4.4400 -0.170
C 2.4990 -0.7270 -2.9301 -0.635
O 3.2063 -1.7302 -2.6822 -0.054
O 1.2469 -0.6207 -2.8597 -0.160
H 2.1511 3.6368 -4.7021 0.106
H 1.2508 1.5664 -3.6523 0.145
H 5.2455 -0.1010 -3.4456 0.115
H 6.0331 1.9257 -4.7357 0.097
```

* highest occupied orbital energy: -3.21 eV
* Kohn-Sham gap: 7.104 eV
* total charge: -2
* ΔE to the lowest compared entry with this formula, charge and spin: 125.40 kJ/mol
* F_max: 4.7 eV Å⁻¹

Record 2
A molecular structure, C29H26BN3NiO5S3 in a non-equilibrium geometry, computed with ωB97M-V/def2-TZVPD.

XYZ file:
```
68
Properties=species:S:1:pos:R:3:lowdin_charge:R:1
Ni 1.1799 0.8130 0.9590 -0.103
S 4.0896 4.1194 0.1304 0.266
C 3.0857 2.8580 0.3013 -1.675
S 2.6270 1.4782 -0.7939 0.857
S 2.2565 2.4778 1.7992 0.352
C -5.7446 0.9115 4.2612 -0.046
O -4.6246 0.7294 3.3243 -0.086
C -4.8253 -0.2599 2.4114 -0.249
C -5.5157 -1.4025 2.6926 -0.049
C -5.5502 -2.4355 1.7618 -0.101
C -4.9356 -2.3109 0.5065 -0.107
C -4.2074 -1.1614 0.2378 -0.050
C -4.0307 -0.1805 1.2121 -0.142
N -2.9102 0.7021 1.1458 0.161
C -1.6431 0.2165 0.9447 -0.283
N -1.3987 -1.1364 1.0474 0.152
C -0.1612 -1.6757 1.3917 -0.170
C 1.0588 -0.9965 1.1302 -0.188
C 2.2241 -1.6107 1.4583 -0.164
C 2.3054 -2.8040 2.1314 -0.127
C 1.1428 -3.5276 2.2500 -0.087
C -0.0690 -3.0206 1.8107 -0.256
O -1.1976 -3.7820 2.0637 -0.138
C -1.4081 -4.9762 1.3285 -0.105
N -0.6631 1.0207 0.5292 0.039
C -1.0553 2.1803 -0.1155 -0.182
C -1.4389 3.3970 0.5154 -0.021
C -2.1032 4.3590 -0.2532 -0.119
C -2.0432 4.3124 -1.6298 -0.132
C -1.4834 3.2405 -2.3078 -0.043
C -1.0416 2.1512 -1.5851 -0.200
O -0.5559 1.0284 -2.1462 -0.094
C -0.0691 0.9667 -3.4371 -0.098
H -5.5778 1.8105 4.8101 0.074
H -5.9230 0.0192 4.9075 0.085
H -6.5758 1.0799 3.5394 0.106
H -6.0599 -1.3674 3.6579 0.101
H -6.0801 -3.3869 2.0037 0.104
H -5.0905 -3.1088 -0.2554 0.108
H -3.5541 -1.1597 -0.6961 0.149
H -2.9783 1.6241 1.4260 0.105
H -2.1511 -1.6944 1.4030 0.114
H 3.2005 -1.1917 1.2536 0.085
H 3.2837 -3.1822 2.4849 0.095
H 1.1598 -4.4679 2.7521 0.089
H -2.1041 -4.8732 0.4728 0.079
H -1.8282 -5.7052 2.0521 0.082
H -0.4745 -5.4144 0.9901 0.075
H -1.2696 3.4807 1.5529 0.095
H -2.6616 5.1369 0.2501 0.084
H -2.5162 5.0477 -2.2554 0.082
H -1.4698 3.2544 -3.3807 0.083
H 1.0268 1.0803 -3.4755 0.083
H -0.5740 1.7530 -4.1139 0.092
H -0.2913 -0.0416 -3.8353 0.090
O 4.1852 0.3423 -3.0369 0.080
B 4.0908 1.1192 -1.8090 -0.793
O 5.3579 1.5758 -1.3607 0.085
C 6.2664 1.0434 -2.2583 -0.183
C 7.6397 1.1286 -2.2621 -0.014
C 8.3324 0.4413 -3.2788 -0.133
C 7.6797 -0.3182 -4.2589 -0.134
C 6.2761 -0.3481 -4.2950 -0.029
C 5.5951 0.2749 -3.2598 -0.153
H 8.1952 1.5468 -1.4119 0.120
H 9.4509 0.4489 -3.2698 0.095
H 8.3504 -0.7849 -5.0174 0.094
H 5.7957 -0.8447 -5.1012 0.093
```

* highest occupied orbital energy (alpha / beta): 2.27 / 0.24 eV
* 2S+1: 3
* Kohn-Sham gap (alpha / beta): 1.307 / 3.285 eV
* total charge: -2
* <S²>: 2.02
* F_max: 3.6 eV Å⁻¹

Record 3
A molecular structure, C29H26BrIN2O4STi in a non-equilibrium geometry, computed with ωB97M-V/def2-TZVPD.

XYZ file:
```
65
Properties=species:S:1:pos:R:3:lowdin_charge:R:1
Ti 0.0540 0.5958 0.1425 1.012
S 2.5786 -2.7493 1.2056 1.144
C 3.2923 -2.2848 -0.3018 -0.454
C 4.1989 -2.9908 -1.0912 -0.082
C 4.6816 -2.3741 -2.2283 -0.084
C 4.2714 -1.0757 -2.5611 -0.071
C 3.3660 -0.3885 -1.7760 -0.030
C 2.8608 -1.0107 -0.6392 -0.276
N 1.9524 -0.4426 0.2728 0.017
C 1.7742 -1.2293 1.3014 -0.529
C 0.9927 -0.7761 2.4637 -0.255
C 1.0754 -1.3809 3.7236 -0.056
C 0.4534 -0.7711 4.7914 -0.089
C -0.2319 0.4361 4.5919 -0.083
C -0.3244 0.9997 3.3350 -0.083
C 0.2784 0.4009 2.2178 -0.140
H 4.5241 -3.9876 -0.8145 0.110
H 5.3887 -2.8958 -2.8612 0.104
H 4.6749 -0.5985 -3.4453 0.105
H 3.0398 0.6104 -2.0322 0.113
H 1.6338 -2.3005 3.8748 0.096
H 0.5111 -1.2099 5.7796 0.099
H -0.6982 0.9271 5.4394 0.100
H -0.8841 1.9225 3.2149 0.095
C -3.1353 1.3924 -1.8141 -0.065
O -1.7218 1.5104 -1.8094 -0.246
C -1.2402 2.2830 -2.8804 -0.193
C 0.2727 2.3114 -2.7826 -0.157
O 0.7985 1.0699 -2.3013 -0.254
C 0.6021 0.0020 -3.2242 -0.077
H -3.4763 0.9747 -2.7658 0.096
H -3.6021 2.3698 -1.6633 0.095
H -3.4183 0.7342 -1.0002 0.085
H -1.6219 3.3076 -2.8229 0.138
H -1.5847 1.8481 -3.8253 0.126
H 0.5974 3.0738 -2.0873 0.102
H 0.6959 2.5342 -3.7647 0.132
H 1.1094 -0.8788 -2.8447 0.082
H 1.0195 0.2832 -4.1938 0.104
H -0.4596 -0.2197 -3.3218 0.094
Br -3.0375 5.1727 0.8728 0.728
C -1.3036 4.4695 0.6049 -0.708
C -0.2185 5.3463 0.4387 -0.142
C 1.0468 4.7356 0.2993 -0.099
C 1.1749 3.3829 0.2678 -0.153
N 0.0845 2.5237 0.3631 -0.130
C -1.1584 3.1220 0.5945 -0.210
H -0.3474 6.4191 0.4555 0.086
H 1.9408 5.3421 0.2210 0.103
H 2.1407 2.9098 0.1785 0.110
H -1.9951 2.4634 0.7610 0.096
I -3.8482 -6.5949 2.3858 0.877
C -3.0513 -4.8364 1.6214 -0.745
C -2.2957 -4.8825 0.4560 -0.140
C -1.7595 -3.7009 -0.0433 -0.006
C -1.9933 -2.5039 0.6092 -0.127
C -2.7447 -2.4675 1.7695 0.003
C -3.2792 -3.6417 2.2887 -0.136
C -1.3954 -1.2409 0.0818 -0.552
O -0.4698 -1.2503 -0.7749 -0.035
O -1.7630 -0.1215 0.5654 -0.085
H -2.1232 -5.8236 -0.0505 0.093
H -1.1505 -3.7036 -0.9390 0.124
H -2.8935 -1.5187 2.2703 0.128
H -3.8596 -3.6234 3.2007 0.094
```

* highest occupied orbital energy (alpha / beta): -5.23 / -8.32 eV
* 2S+1: 3
* Kohn-Sham gap (alpha / beta): 5.394 / 8.246 eV
* ΔE to the lowest compared entry with this formula, charge and spin: 116.02 kJ/mol
* <S²>: 2.03
* F_max: 1.5 eV Å⁻¹

Record 4
A molecular structure, C29H26F4N6O2PtTe, computed with ωB97M-V/def2-TZVPD.

XYZ file:
```
69
Properties=species:S:1:pos:R:3:lowdin_charge:R:1
Pt -1.4359 0.7062 1.1192 0.891
O -0.8633 3.5015 2.3753 0.037
C -0.0729 2.6561 2.7813 -0.642
O -0.0135 1.4167 2.4749 -0.176
C 1.0313 3.1003 3.7470 -0.157
N 0.6517 4.4665 4.2568 0.107
C 1.9054 5.3173 4.3778 -0.065
C 3.0449 4.3811 3.9761 -0.131
C 2.3777 3.3493 3.0699 -0.123
H 1.1312 2.4152 4.5871 0.174
H 0.1399 4.4176 5.1350 0.186
H -0.0128 4.8159 3.5457 0.161
H 1.9804 5.6834 5.3974 0.135
H 1.7922 6.1648 3.7069 0.138
H 3.4699 3.8975 4.8558 0.132
H 3.8430 4.9263 3.4778 0.113
H 2.9445 2.4250 2.9792 0.113
H 2.2131 3.7609 2.0698 0.138
F 2.6858 1.1680 0.8600 0.121
C 3.5123 1.7831 0.0147 -0.142
C 4.6358 2.3935 0.5170 -0.143
F 4.8379 2.3259 1.8267 0.123
C 5.5489 3.0583 -0.3162 -0.002
C 5.2788 3.0275 -1.6880 -0.127
C 4.1358 2.4237 -2.1933 -0.123
F 3.9101 2.4924 -3.4896 0.171
C 3.2123 1.7967 -1.3523 -0.020
C 1.9684 1.2456 -1.8537 -0.059
C 0.8600 1.0930 -0.9920 -0.049
N -0.0699 0.9387 -0.3379 0.009
C 1.7553 0.8712 -3.1888 -0.136
N 1.5865 0.5405 -4.2833 0.266
F 6.0773 3.6292 -2.5458 0.168
C 6.6887 3.7876 0.2317 -0.084
C 7.7750 4.2064 -0.5547 -0.145
N 8.6644 4.5716 -1.1953 0.257
C 6.7014 4.1988 1.5808 -0.155
N 6.6898 4.5959 2.6645 0.230
C -2.3193 1.0235 4.8298 -0.019
C -3.3333 0.5307 3.7810 -0.669
C -3.8470 -0.8702 4.1491 -0.006
C -4.4997 1.5231 3.6382 -0.001
N -2.6610 0.4585 2.5362 0.028
H -2.8237 1.0796 5.7942 0.105
H -1.9579 2.0178 4.5671 0.069
H -1.4759 0.3392 4.9120 0.096
H -4.3114 -0.8148 5.1336 0.105
H -3.0296 -1.5894 4.1941 0.097
H -4.6006 -1.2028 3.4370 0.069
H -5.0347 1.5608 4.5873 0.106
H -5.1963 1.1922 2.8684 0.072
H -4.1350 2.5221 3.3989 0.094
C -4.7275 0.9503 -0.2731 -0.373
Te -3.0382 -0.3081 -0.6124 1.449
C -4.1030 -1.8198 0.4389 -0.377
C -5.4525 -1.2272 0.7666 -0.305
C -6.4076 -2.0079 1.4168 -0.036
C -7.6523 -1.4819 1.7114 -0.048
C -7.9584 -0.1739 1.3499 -0.048
C -7.0170 0.6031 0.6996 -0.033
C -5.7567 0.0820 0.4090 -0.305
H -5.0633 1.3449 -1.2302 0.072
H -4.3989 1.7791 0.3525 0.054
H -3.5332 -2.1130 1.3195 0.056
H -4.1724 -2.6757 -0.2311 0.071
H -6.1755 -3.0319 1.6839 0.128
H -8.3904 -2.0939 2.2116 0.118
H -8.9358 0.2346 1.5677 0.118
H -7.2593 1.6184 0.4101 0.127
```

* highest occupied orbital energy (alpha / beta): -13.57 / -14.14 eV
* 2S+1: 5
* Kohn-Sham gap (alpha / beta): 7.853 / 5.166 eV
* total charge: +2
* ΔE to the lowest compared entry with this formula, charge and spin: 0.00 kJ/mol
* <S²>: 6.05
* F_max: 0.3 eV Å⁻¹